Below is a molecular structure, C23H49AlN4P3Se at a distorted geometry, with properties calculated with ωB97M-V/def2-TZVPD.

Cartesian coordinates (Å):
Al: 0.28815 0.31359 0.22073
P: 2.02455 2.11462 0.82807
P: -1.21261 1.73467 -1.19119
P: 1.66780 -1.80912 0.62948
H: -2.14084 -2.79585 -2.47208
C: -2.24990 -3.55754 -1.67991
C: -3.17068 -2.75672 -0.88988
H: -3.85016 -2.05658 -1.37162
C: 3.32961 2.42270 -0.39620
C: 1.21374 3.74227 1.13399
C: 2.89199 1.64048 2.38363
C: -2.55728 0.90790 -2.15787
C: -2.24392 3.03132 -0.34893
C: -0.44603 2.77135 -2.51278
C: 1.24393 -3.59176 0.32612
C: 2.34990 -1.97807 2.34647
C: 3.26330 -1.73891 -0.31531
H: -2.57151 -4.47999 -2.14706
H: -2.99388 -2.59225 0.17468
H: 4.07967 3.09916 0.02172
H: 2.89353 2.86076 -1.30197
H: 3.78817 1.47251 -0.70383
H: 1.96619 4.48090 1.46005
H: 0.42184 3.67081 1.89776
H: 0.73216 4.08891 0.20423
H: 3.46467 2.49862 2.77376
H: 3.58049 0.80610 2.17949
H: 2.17244 1.28606 3.14464
H: -2.88670 1.57273 -2.97845
H: -3.41723 0.68867 -1.50226
H: -2.18651 -0.03818 -2.58656
H: -2.69135 3.68313 -1.11906
H: -1.63248 3.64219 0.33361
H: -3.07118 2.58493 0.22485
H: -1.23980 3.37825 -2.98264
H: 0.02993 2.11787 -3.26896
H: 0.32539 3.42812 -2.07581
H: 2.10878 -4.19395 0.63937
H: 1.04065 -3.78906 -0.73687
H: 0.37047 -3.90049 0.92203
H: 3.27120 -2.58410 2.32210
H: 1.62460 -2.47176 3.01295
H: 2.60218 -0.99413 2.77076
H: 3.77702 -2.71651 -0.27578
H: 3.90343 -0.94933 0.11033
H: 3.03029 -1.47612 -1.37086
C: 1.86839 -0.79867 -4.36483
C: 0.68082 -1.49700 -4.72398
C: 0.66745 -2.30754 -5.85536
C: 1.81607 -2.39384 -6.66835
C: 2.96008 -1.62912 -6.38327
C: 3.00072 -0.82931 -5.24009
Se: 1.74662 0.14220 -2.76355
H: -1.28776 -3.56139 -1.12907
H: -0.23258 -1.37598 -4.12634
H: -0.23761 -2.86807 -6.10195
H: 1.81370 -3.05087 -7.53754
H: 3.82182 -1.64982 -7.05351
H: 3.86698 -0.20775 -5.00738
C: -0.80237 -0.82127 2.95352
N: -1.10006 0.33775 2.05374
C: -0.93113 1.63566 2.75571
N: -1.71478 1.66889 4.00495
C: -1.29593 0.55921 4.87425
N: -1.56851 -0.73594 4.20502
C: -3.01435 -0.81416 3.92271
N: -3.38417 0.26537 2.97832
C: -2.58563 0.20503 1.73703
C: -3.14574 1.53923 3.69220
H: 0.26021 -0.84408 3.22210
H: -1.07680 -1.77488 2.45886
H: -1.27983 2.47137 2.11589
H: 0.12840 1.78960 3.01209
H: -1.87199 0.60279 5.81090
H: -0.21483 0.62529 5.10284
H: -3.28469 -1.79751 3.49393
H: -3.56494 -0.64163 4.86617
H: -2.95563 1.02380 1.09471
H: -2.79160 -0.75091 1.22464
H: -3.71306 1.53436 4.63988
H: -3.47130 2.38096 3.06085

Computed properties:
Lowest unoccupied orbital energy (alpha / beta) ... -9.6 / -10.3 eV
Kohn-Sham gap (alpha / beta) ... 6.74 / 4.81 eV
HOMO level (alpha / beta) ... -16.3 / -15.2 eV
Total charge ... +3
2S+1 ... 1

Below is a single C4H8N2O2 molecule at a distorted geometry, with properties calculated with ωB97M-V/def2-TZVPD.

Cartesian coordinates (Å):
O: 2.15412 -0.52424 1.21107
C: 1.15360 0.06011 0.38679
C: 0.82714 -0.51698 -0.97944
N: 0.00927 0.43417 -1.88708
C: -1.17123 0.82739 -1.40363
N: -1.85796 0.81720 -0.14271
O: -1.20247 0.92608 0.98106
C: -0.21079 -0.23904 1.03412
H: 1.82486 -1.54768 1.72699
H: 1.64138 0.98925 0.51745
H: 1.80973 -0.86710 -1.46558
H: 0.38680 -1.42609 -0.62495
H: -2.08744 1.11063 -2.10392
H: -2.54836 1.59041 -0.21307
H: -0.31877 -0.38438 2.26321
H: -0.40988 -1.24973 0.69968

Computed properties:
Lowest unoccupied orbital energy ... 0.6 eV
Kohn-Sham gap ... 9.33 eV
HOMO level ... -8.8 eV
2S+1 ... 1

Below is 2 unconnected molecules or ions with the total composition C6H6O, with properties calculated with ωB97M-V/def2-TZVPD.

Cartesian coordinates (Å):
C: 2.85594 0.57309 -0.05802
C: 1.65315 0.52832 -0.00287
C: 0.26288 0.57841 0.16320
C: -0.74438 0.34352 0.94691
C: -1.03091 1.24811 -0.19733
H: 3.91769 0.66831 -0.06950
H: -1.13224 -0.09385 1.85048
H: -1.62896 0.91841 -1.05474
H: -1.13241 2.30250 0.04825
C: -0.77663 -1.76578 -0.40672
O: -1.85996 -1.81147 0.12508
H: 0.16052 -2.09718 0.08302
H: -0.64527 -1.40335 -1.44610

Computed properties:
Lowest unoccupied orbital energy ... 0.5 eV
Kohn-Sham gap ... 9.62 eV
HOMO level ... -9.1 eV
2S+1 ... 1

Below is 2 unconnected molecules or ions with the total composition CH5ClN3S at a distorted geometry, with properties calculated with ωB97M-V/def2-TZVPD.

Cartesian coordinates (Å):
C: -1.38003 -0.37376 0.12357
N: -0.77809 -1.16599 0.98416
N: -0.65220 0.52767 -0.77491
N: 0.31480 1.18208 -0.30277
S: -2.94784 0.16330 0.14706
Cl: 2.92385 -0.44054 0.09741
H: 0.24524 -1.11857 0.99337
H: -1.38538 -1.65364 1.73777
H: -1.10496 0.79625 -1.63281
H: 0.68699 1.88578 -1.06983
H: 4.07762 0.19741 -0.30303

Computed properties:
Lowest unoccupied orbital energy (alpha / beta) ... -6.7 / -6.7 eV
Kohn-Sham gap (alpha / beta) ... 7.24 / 7.26 eV
HOMO level (alpha / beta) ... -14.0 / -14.0 eV
Total charge ... +1
2S+1 ... 1

Below is 2 unconnected molecules or ions with the total composition CF2NO4S at a distorted geometry, with properties calculated with ωB97M-V/def2-TZVPD.

Cartesian coordinates (Å):
C: -2.36139 -0.21630 0.13217
N: 2.61224 -0.74779 -0.17363
O: -1.65594 -1.07796 -0.09020
O: -3.22374 0.51040 0.26138
O: 0.47346 0.38755 1.25465
O: 3.85983 -1.04107 0.00585
F: 1.45624 1.82462 -0.50825
F: -0.84101 1.09534 -0.81025
S: 0.76090 0.37398 -0.17524

Computed properties:
Lowest unoccupied orbital energy (alpha / beta) ... 3.5 / 3.5 eV
Kohn-Sham gap (alpha / beta) ... 6.63 / 6.62 eV
HOMO level (alpha / beta) ... -3.2 / -3.1 eV
Total charge ... -1
2S+1 ... 1

Below is 2 unconnected molecules or ions with the total composition C27H27N3O2 at a distorted geometry, with properties calculated with ωB97M-V/def2-TZVPD.

Cartesian coordinates (Å):
C: 2.76756 4.18063 -4.41723
C: 2.92967 2.93837 -3.59904
C: 3.75459 2.96024 -2.47022
C: 3.92610 1.81551 -1.68926
C: 4.83521 1.85812 -0.49970
C: 3.25820 0.65363 -2.08341
N: 3.54522 -0.56120 -1.40654
C: 3.16461 -0.89241 -0.13998
C: 2.11115 -0.16307 0.56783
C: 2.10025 -0.29937 2.02056
C: 0.97690 -0.09359 2.75209
C: 0.89848 -0.39180 4.16746
C: -0.36307 -0.44524 4.80179
C: -0.49048 -0.93082 6.09693
C: 0.65418 -1.32254 6.81155
C: 1.92307 -1.18253 6.23452
C: 2.05342 -0.68910 4.93568
O: 1.26318 0.49321 -0.06486
N: 3.61027 -2.14155 0.08263
C: 3.36126 -2.96373 1.24896
C: 4.39419 -2.55329 -0.99460
C: 4.33948 -1.58626 -1.92706
C: 2.43156 0.59366 -3.20709
C: 1.72222 -0.66162 -3.60664
C: 2.27190 1.75873 -3.96061
H: 2.18733 3.96582 -5.31937
H: 2.25120 4.96187 -3.84428
H: 3.74745 4.57812 -4.70994
H: 4.29593 3.86902 -2.19240
H: 5.35094 0.90965 -0.31208
H: 5.60075 2.62484 -0.67614
H: 4.30947 2.15480 0.41923
H: 3.05081 -0.60802 2.45857
H: 0.04506 0.23401 2.27644
H: -1.22698 -0.11349 4.21943
H: -1.47883 -1.00345 6.55053
H: 0.55613 -1.71849 7.82151
H: 2.81757 -1.45224 6.79917
H: 3.04358 -0.52244 4.50555
H: 3.44271 -4.01127 0.94181
H: 4.10758 -2.78585 2.03679
H: 2.35679 -2.78356 1.64674
H: 4.87192 -3.51817 -1.02161
H: 4.77372 -1.52622 -2.91104
H: 0.92676 -0.39943 -4.31472
H: 2.37628 -1.37557 -4.12727
H: 1.24588 -1.16441 -2.75591
H: 1.62517 1.73180 -4.84257
N: -2.03791 -0.22211 2.10068
C: -2.98676 0.79112 2.25433
O: -2.75419 1.74863 3.01083
C: -4.24038 0.65908 1.51501
C: -4.48436 -0.43870 0.73458
C: -3.49635 -1.43507 0.61891
C: -2.29228 -1.25341 1.32417
H: -4.94610 1.47551 1.64876
H: -5.43158 -0.53344 0.20889
H: -3.63456 -2.32276 0.00831
H: -1.50708 -2.01569 1.22909

Computed properties:
Lowest unoccupied orbital energy ... -1.6 eV
Kohn-Sham gap ... 3.73 eV
HOMO level ... -5.3 eV
2S+1 ... 1

Below is a gas-phase ion, C7H15N2 (charge +1) at a distorted geometry, with properties calculated with ωB97M-V/def2-TZVPD.

Cartesian coordinates (Å):
C: -2.61681 -1.06559 -1.24513
C: -2.40255 -0.01719 -0.24792
N: -1.27131 0.62106 -0.06353
C: -1.31707 1.62987 1.01038
C: 0.30390 0.58063 -0.44068
C: 1.13256 -0.25856 0.06904
C: 0.60708 -1.13179 1.13621
C: 2.62147 -0.27024 -0.24918
N: 3.00795 0.72550 -1.14258
H: -3.50484 -0.83565 -1.76308
H: -2.78286 -2.11989 -0.82922
H: -1.83904 -1.09296 -1.96050
H: -3.22224 0.22589 0.42506
H: -0.26533 1.96085 1.12032
H: -1.82015 2.58686 0.82577
H: -1.62985 1.13968 1.99132
H: 0.62418 1.28699 -1.15831
H: -0.39378 -1.49261 0.79538
H: 0.44284 -0.50241 1.94574
H: 1.20250 -1.94258 1.38644
H: 2.94819 0.02911 0.82470
H: 2.98376 -1.28616 -0.47390
H: 3.35299 0.40449 -1.97771
H: 3.70827 1.47702 -0.78570

Computed properties:
Lowest unoccupied orbital energy ... -4.2 eV
Kohn-Sham gap ... 8.58 eV
HOMO level ... -12.8 eV
Total charge ... +1
2S+1 ... 1

Below is a single C6H7BN4O2 molecule at a distorted geometry, with properties calculated with ωB97M-V/def2-TZVPD.

Cartesian coordinates (Å):
B: -1.73751 -1.67735 1.11516
O: -1.10820 -2.35576 0.07117
N: -0.14549 -1.63971 -0.67014
C: -0.04748 -1.72462 -2.00745
C: 0.99996 -0.87219 -2.25739
C: 1.54478 -0.45341 -1.01845
N: 0.84971 -0.95113 -0.08855
O: -1.64310 -0.37778 1.56272
N: -0.79291 0.76395 1.24132
C: 0.15451 1.32296 2.03118
C: 0.61796 2.40076 1.25086
C: -0.09524 2.36495 0.08204
N: -0.92268 1.34648 0.05980
H: -2.65818 -2.25086 1.42167
H: -0.68404 -2.38551 -2.55954
H: 1.44862 -0.82181 -3.30036
H: 2.49362 0.10996 -0.84958
H: 0.52170 1.00111 3.03165
H: 1.30977 3.07535 1.70063
H: -0.10579 3.12460 -0.81674

Computed properties:
Lowest unoccupied orbital energy ... 0.8 eV
Kohn-Sham gap ... 10.01 eV
HOMO level ... -9.2 eV
2S+1 ... 1

Record-wise E values, in eV: -130389.2358; -11346.2632; -8360.8857; -28936.3827; -26985.6086; -36999.9230; -10473.3528; -17063.4729
Record-wise ΔE to the lowest compared entry with this formula, charge and spin values, in eV: 1.025; 7.850; 5.620; 0.000; 0.000; 4.147; 2.943; 0.164